Arrangement A

The following is a DFT calculation (ωB97M-V/def2-TZVPD) of a 3-piece molecular cluster, C4H16NO2 overall.

The geometry in XYZ format:
```
23
Properties=species:S:1:pos:R:3:nbo_charge:R:1
C 0.2383 -2.0575 -2.5201 -0.67
C 0.4758 -1.2323 -1.3078 -0.18
N -0.9717 -0.7616 -0.8238 -0.57
C -1.2932 0.6612 -1.4136 -0.21
C -0.4587 1.5185 -0.5274 -0.68
H 0.6335 -3.1025 -2.4820 0.26
H 0.7364 -1.6444 -3.3742 0.24
H -0.8306 -2.1712 -2.9032 0.23
H 1.0273 -1.6533 -0.4622 0.24
H 0.9579 -0.4043 -1.5479 0.21
H -0.7539 -0.6390 0.3125 0.50
H -1.6985 -1.4265 -1.0602 0.43
H -2.2973 0.7635 -1.4838 0.22
H -1.0755 0.7285 -2.5364 0.23
H -0.5083 1.2954 0.5947 0.26
H 0.6426 1.3761 -0.8088 0.22
H -0.5894 2.6324 -0.6612 0.26
H 2.4313 2.4372 4.8062 0.47
H 1.5055 1.9537 5.7991 0.47
O 1.8757 1.6096 5.0008 -0.94
H -0.8386 -0.1824 2.6545 0.51
H 0.7454 0.3640 2.6170 0.52
O 0.0459 -0.0650 2.1281 -1.00
```

Its frontier orbital gap is 11.44 eV. Its net charge is +1. The HOMO energy is -14.24 eV.

Arrangement B

The following is a DFT calculation (ωB97M-V/def2-TZVPD) of a 3-piece molecular cluster, C4H16NO2 overall.

The geometry in XYZ format:
```
23
Properties=species:S:1:pos:R:3:nbo_charge:R:1
C -0.6620 -0.6210 1.4668 -0.64
C 0.1966 0.4274 0.8148 -0.07
C 1.5867 -0.1767 0.6012 -0.41
C 2.8006 0.8400 0.2042 -0.61
N -0.4653 0.7934 -0.4138 -0.67
H -1.6670 -0.4578 1.4567 0.23
H -0.3437 -0.6930 2.5470 0.25
H -0.5306 -1.6489 1.0904 0.23
H 0.2933 1.3670 1.3519 0.22
H 1.8965 -0.6507 1.5280 0.24
H 1.4080 -1.0573 -0.1517 0.21
H 3.7082 0.2508 0.1530 0.24
H 2.5249 1.3640 -0.8402 0.19
H 2.7674 1.5779 1.0827 0.22
H 0.0164 1.4021 -1.1219 0.44
H -0.6076 -0.1524 -0.8337 0.47
H -1.3272 1.1782 -0.2453 0.43
H 0.9510 -1.2347 -2.7711 0.49
H -0.1192 -2.2898 -2.4685 0.49
O 0.0907 -1.3877 -2.3775 -0.97
H -4.1581 0.9980 0.1171 0.48
H -4.5619 -0.1892 -0.7218 0.49
O -3.7977 0.3604 -0.4682 -0.97
```

Its frontier orbital gap is 12.34 eV. Its net charge is +1. The HOMO energy is -15.27 eV.

The computed energies, referenced to the most stable structure and given in eV, are arrangement A 1.311; arrangement B 0.000.